(1)
This record from the OMol25 dataset describes a single C4H7NO3 molecule in a non-equilibrium geometry. The level of theory is ωB97M-V with the def2-TZVPD basis set.

XYZ file:
```
15
C4H7NO3 (ωB97M-V with the def2-TZVPD basis set)
N -1.3081 -0.8089 -0.5939
C -0.7039 0.5107 -0.4400
C -0.4444 0.7470 1.0547
C 0.6479 0.5480 -0.1294
O 1.4416 1.5471 -0.3403
C 1.2738 -0.7880 0.0008
O 2.5466 -0.8323 -0.2149
O 0.5429 -1.7552 0.3561
H -1.3671 -0.9996 -1.5989
H -2.1675 -0.5428 -0.2051
H -1.0494 1.1695 -1.2174
H -0.6002 -0.1821 1.6168
H -0.6782 1.6837 1.4382
H 2.3371 1.3510 -0.0689
H -0.4712 -1.6482 0.3422
```

Values from the calculation:
E_tot	-437.009333	Eh
Kohn-Sham gap	9.94	eV
spin multiplicity	1
relative energy (zero: lowest compared OMol25 entry of this formula, charge and spin)	84.12	kcal per mole

natural (NBO) atomic charge list, values in e, 8 entries: -0.815 -0.093 -0.471 0.158 -0.667 0.756 -0.653 -0.680

(2)
This record from the OMol25 dataset describes 2 unconnected molecules or ions with the total composition C4H7NO3 in a non-equilibrium geometry. The level of theory is ωB97M-V with the def2-TZVPD basis set.

XYZ file:
```
15
C4H7NO3 (ωB97M-V with the def2-TZVPD basis set)
N 1.7574 1.3012 -1.0103
C 1.6593 0.4594 0.0305
O 1.4956 0.7748 1.2026
O 1.8895 -0.8015 -0.3482
H 1.6999 2.2935 -0.8372
H 2.0264 0.9382 -1.9113
H 1.8320 -1.3024 0.4909
C -1.6205 -1.2980 -0.1536
C -1.4658 0.1548 0.1403
C -1.3630 0.6544 1.3468
O -1.5377 1.0133 2.4569
H -1.0974 -1.9158 0.5831
H -2.6777 -1.5801 -0.1544
H -1.2024 -1.5299 -1.1383
H -1.3956 0.8381 -0.6977
```

Values from the calculation:
E_tot	-437.086539	Eh
Kohn-Sham gap	9.09	eV
spin multiplicity	1
relative energy (zero: lowest compared OMol25 entry of this formula, charge and spin)	35.67	kcal per mole

natural (NBO) atomic charge list, values in e, 8 entries: -0.841 0.877 -0.664 -0.693 0.413 0.407 0.504 -0.604

(3)
This record from the OMol25 dataset describes a molecular structure, C4H7NO4 in a non-equilibrium geometry. The level of theory is ωB97M-V with the def2-TZVPD basis set.

XYZ file:
```
16
C4H7NO4 (ωB97M-V with the def2-TZVPD basis set)
C 4.5860 3.3851 -0.8303
N 3.1649 3.5004 -1.0830
C 2.6015 2.6102 -1.7765
O 3.1333 1.4066 -2.0381
C 2.1683 0.4102 -2.3483
O 0.9001 0.8420 -1.9377
C 1.0868 2.5195 -1.8011
O 0.3307 3.1230 -2.5062
H 4.7846 2.5296 -0.1650
H 5.1533 3.2127 -1.7585
H 4.9503 4.2998 -0.3500
H 2.1339 0.2962 -3.4374
H 2.4538 -0.4846 -1.7814
O 0.8105 2.1041 0.1780
H 0.7098 0.9130 -0.2853
H 1.6901 2.2018 0.5743
```

Values from the calculation:
E_tot	-512.203270	Eh
Kohn-Sham gap	10.47	eV
spin multiplicity	1
relative energy (zero: lowest compared OMol25 entry of this formula, charge and spin)	112.45	kcal per mole

natural (NBO) atomic charge list, values in e, 8 entries: -0.451 -0.423 0.423 -0.501 0.228 -0.650 0.798 -0.486

(4)
This record from the OMol25 dataset describes a single C4H7NO5 molecule in a non-equilibrium geometry. The level of theory is ωB97M-V with the def2-TZVPD basis set.

XYZ file:
```
17
C4H7NO5 (ωB97M-V with the def2-TZVPD basis set)
C 0.1710 1.5240 0.2060
C 0.4020 0.1113 0.4943
O 1.8151 -0.0416 0.5665
O 2.1748 -1.2562 1.1822
O 1.5799 -2.3647 0.6540
C -0.2221 -0.8097 -0.5972
N -1.4939 -1.0275 -0.2686
O -0.1007 -0.2263 -2.1084
C 0.4861 -1.3378 -1.7888
O 1.2642 -2.1882 -2.1771
H -0.3900 2.1514 0.8993
H -0.1151 1.6185 -0.9308
H 1.0718 2.0525 0.2910
H -0.0959 -0.1306 1.4033
H 2.2004 -2.7599 0.0150
H -1.9680 -1.6958 -0.9121
H -1.9802 -0.0966 -0.1903
```

Values from the calculation:
E_tot	-587.325880	Eh
Kohn-Sham gap	10.90	eV
spin multiplicity	1
relative energy (zero: lowest compared OMol25 entry of this formula, charge and spin)	184.04	kcal per mole

natural (NBO) atomic charge list, values in e, 8 entries: -0.674 0.018 -0.253 -0.027 -0.435 0.280 -0.799 -0.518